Density functional theory data (wB97M-V/def2-TZVPD) for 3 unconnected molecules or ions with the total composition C4H16NO2.

Each line ends with the Löwdin spin population.
Geometry (Å):
C: -2.489 0.551 -1.690  0.062
C: -1.514 -0.502 -1.184  0.092
N: -0.441 0.070 -0.274  0.128
C: 0.552 0.976 -0.856  0.097
C: 1.649 0.359 -1.840  0.031
H: -2.066 1.490 -2.065  0.005
H: -3.189 0.877 -0.901  0.035
H: -3.109 0.077 -2.452  0.005
H: -2.054 -1.314 -0.706  0.041
H: -0.946 -1.000 -1.986  0.004
H: 0.055 -0.727 0.125  0.027
H: -1.011 0.526 0.561  0.219
H: 1.198 1.375 -0.074  0.037
H: 0.126 1.753 -1.443  0.009
H: 1.074 -0.437 -2.283  0.003
H: 1.866 1.078 -2.627  0.005
H: 2.588 0.241 -1.305  0.008
H: 1.557 -1.713 4.829  0.010
H: 1.129 -0.288 5.230  0.009
O: 1.055 -0.947 4.524  0.056
H: 2.006 -0.504 1.966  0.024
H: 0.814 -1.040 2.684  0.017
O: 1.150 -0.900 1.766  0.077

<S²>: 0.751
LUMO energy (spin up / spin down): 0.76 / 0.60 eV
charge: 0
2S+1: 2
energy relative to the best compared isomer or geometry (same formula, charge and spin): 19.77 kcal per mole
HOMO level (spin up / spin down): -2.575 / -11.170 eV
HOMO-LUMO gap (spin up / spin down): 3.34 / 11.77 eV

=====

Density functional theory data (wB97M-V/def2-TZVPD) for 3 unconnected molecules or ions with the total composition C4H16NO2.

Each line ends with the Mulliken charge.
Geometry (Å):
C: -0.148 -1.455 2.370  -1.374
C: 0.470 -0.771 1.233  0.472
C: 0.830 0.683 1.617  -0.953
C: 1.192 1.465 0.364  -1.075
N: -0.536 -0.983 0.077  -0.100
H: -0.106 -0.814 3.225  0.359
H: -1.368 -1.643 2.356  0.291
H: 0.160 -2.480 2.641  0.350
H: 1.371 -1.256 0.981  0.365
H: 1.624 0.527 2.380  0.416
H: -0.123 1.109 2.070  0.419
H: 2.217 1.232 0.184  0.399
H: 1.189 2.517 0.676  0.336
H: 0.294 1.422 -0.201  0.248
H: 0.056 -1.510 -0.591  0.319
H: -0.831 -0.082 -0.273  0.123
H: -1.414 -1.494 0.292  0.385
H: -2.691 1.791 -2.066  0.307
H: -1.461 1.152 -2.818  0.332
O: -1.846 1.406 -1.894  -0.637
H: 0.998 0.303 -2.657  0.308
H: 0.468 -0.787 -3.624  0.310
O: 0.508 -0.486 -2.683  -0.600

LUMO energy: -2.91 eV
charge: +1
energy relative to the best compared isomer or geometry (same formula, charge and spin): 46.69 kcal per mole
HOMO level: -15.228 eV
HOMO-LUMO gap: 12.32 eV

=====

Density functional theory data (wB97M-V/def2-TZVPD) for 3 unconnected molecules or ions with the total composition C4H16NO2S.

Each line ends with the Löwdin spin population.
Geometry (Å):
C: -1.768 0.679 0.566  0.004
C: -1.505 0.482 -0.898  0.016
C: -0.065 0.634 -1.513  0.095
S: 1.056 1.584 -0.533  0.734
C: 2.045 2.472 -1.806  0.067
N: -0.966 -0.283 1.463  0.001
H: -1.563 1.672 0.952  0.003
H: -2.812 0.410 0.735  0.000
H: -2.171 1.194 -1.411  0.002
H: -1.896 -0.459 -1.276  -0.001
H: -0.215 1.125 -2.475  0.011
H: 0.249 -0.370 -1.859  0.033
H: 2.460 1.684 -2.445  0.016
H: 2.913 2.881 -1.283  -0.001
H: 1.371 3.187 -2.270  0.019
H: -1.614 -1.011 1.800  0.000
H: -0.192 -0.874 1.110  0.000
H: -0.465 0.048 2.301  0.000
H: 2.052 -3.126 2.345  0.000
H: 1.975 -2.226 1.226  0.000
O: 1.367 -2.554 1.926  0.000
H: -0.595 -3.809 0.575  0.000
H: -2.076 -3.567 0.400  0.000
O: -1.284 -3.134 0.711  0.000

<S²>: 0.753
LUMO energy (spin up / spin down): -6.82 / -11.85 eV
charge: +2
2S+1: 2
energy relative to the best compared isomer or geometry (same formula, charge and spin): 14.12 kcal per mole
HOMO level (spin up / spin down): -18.126 / -18.125 eV
HOMO-LUMO gap (spin up / spin down): 11.31 / 6.27 eV

=====

Density functional theory data (wB97M-V/def2-TZVPD) for 3 unconnected molecules or ions with the total composition C4H16NO3.

Each line ends with the Mulliken charge.
Geometry (Å):
C: 0.347 -0.388 1.067  -0.569
C: -0.633 0.271 0.052  -0.641
C: -0.109 0.283 -1.388  -0.445
C: -0.505 -1.014 -2.140  -0.680
O: -1.784 -1.500 -1.803  -0.512
N: 1.456 0.622 1.220  -0.208
H: 0.773 -1.268 0.570  0.345
H: -0.225 -0.639 2.024  0.321
H: -1.570 -0.293 0.146  0.423
H: -0.816 1.322 0.272  0.343
H: 0.972 0.380 -1.524  0.310
H: -0.416 1.237 -1.853  0.375
H: -0.391 -0.774 -3.214  0.384
H: 0.105 -1.819 -1.704  0.261
H: -2.436 -1.136 -2.408  0.307
H: 1.638 1.114 0.343  0.221
H: 2.336 0.407 1.698  0.365
H: 1.150 1.418 1.791  0.396
H: 1.725 3.207 -0.359  0.342
H: 0.236 3.547 -0.214  0.325
O: 1.004 3.269 0.285  -0.649
H: -1.036 -2.972 1.617  0.293
H: -1.019 -2.868 3.171  0.282
O: -0.802 -2.406 2.352  -0.590

LUMO energy: -3.17 eV
charge: +1
energy relative to the best compared isomer or geometry (same formula, charge and spin): 35.72 kcal per mole
HOMO level: -13.594 eV
HOMO-LUMO gap: 10.43 eV

=====

Density functional theory data (wB97M-V/def2-TZVPD) for 4 unconnected molecules or ions with the total composition C4H16NO3.

Each line ends with the Mulliken charge.
Geometry (Å):
C: 0.514 -1.219 -1.205  -0.810
C: -0.957 -1.427 -0.690  -0.127
C: -1.900 -0.238 -0.868  -0.763
C: -0.959 1.836 -1.837  -0.152
N: -1.171 1.046 -0.876  0.082
H: 0.598 -0.357 -1.858  0.266
H: 0.874 -2.144 -1.687  0.314
H: 1.159 -0.976 -0.352  0.117
H: -0.875 -1.636 0.375  0.182
H: -1.451 -2.226 -1.267  0.349
H: -2.688 -0.122 -0.114  0.314
H: -2.413 -0.396 -1.818  0.351
H: -1.434 1.671 -2.817  0.290
H: -0.231 2.629 -1.672  0.255
H: -0.772 1.286 0.078  0.395
H: 2.916 -0.230 1.949  0.303
H: 3.653 0.793 1.188  0.330
O: 2.792 0.669 1.613  -0.670
H: -0.313 -3.194 2.858  0.325
H: 0.572 -2.426 1.830  0.297
O: -0.279 -2.420 2.263  -0.645
H: 1.515 1.533 0.894  0.354
H: 0.851 2.959 0.825  0.291
O: 0.772 2.063 0.512  -0.647

LUMO energy: -3.98 eV
charge: +1
energy relative to the best compared isomer or geometry (same formula, charge and spin): 30.34 kcal per mole
HOMO level: -14.546 eV
HOMO-LUMO gap: 10.57 eV

=====

Density functional theory data (wB97M-V/def2-TZVPD) for 4 unconnected molecules or ions with the total composition C4H16NO3.

Each line ends with the Mulliken charge.
Geometry (Å):
C: 0.049 -2.288 -1.537  -1.492
C: 0.777 -2.021 -0.206  -0.117
C: 1.036 -0.595 0.206  0.402
C: 1.603 -0.037 1.264  -1.043
N: 0.488 0.341 -0.810  -0.144
H: 0.005 -3.382 -1.763  0.366
H: -1.053 -2.293 -1.454  0.355
H: 0.366 -1.707 -2.376  0.463
H: 0.284 -2.544 0.598  0.345
H: 1.785 -2.413 -0.416  0.274
H: 2.013 -0.678 2.027  0.309
H: 1.741 1.028 1.383  0.285
H: 0.445 -0.045 -1.748  0.237
H: 1.062 1.201 -0.819  0.326
H: -0.483 0.651 -0.554  0.464
H: -2.020 1.831 -1.771  0.357
H: -1.179 2.665 -0.819  0.333
O: -1.660 1.833 -0.878  -0.695
H: -1.970 -1.524 3.537  0.320
H: -2.962 -2.141 2.633  0.315
O: -2.232 -1.519 2.604  -0.629
H: 1.701 3.554 -0.782  0.301
H: 0.383 4.077 -0.133  0.321
O: 0.787 3.315 -0.553  -0.654

LUMO energy: -3.00 eV
charge: +1
energy relative to the best compared isomer or geometry (same formula, charge and spin): 33.68 kcal per mole
HOMO level: -13.772 eV
HOMO-LUMO gap: 10.77 eV

=====

Density functional theory data (wB97M-V/def2-TZVPD) for 3 unconnected molecules or ions with the total composition C4H16NO3.

Each line ends with the Mulliken charge.
Geometry (Å):
C: -2.298 -0.391 -0.735  -1.380
C: -0.931 0.110 -1.184  0.447
C: -0.005 -0.840 -1.936  -0.646
C: 1.415 -0.968 -1.380  -0.451
O: 2.005 0.339 -1.294  -0.597
N: -0.217 0.691 0.048  -0.226
H: -2.724 0.264 0.070  0.337
H: -2.266 -1.441 -0.454  0.367
H: -3.153 -0.273 -1.442  0.357
H: -1.110 0.965 -1.912  0.269
H: -0.498 -1.840 -1.795  0.315
H: -0.046 -0.799 -2.998  0.378
H: 1.521 -1.434 -0.381  0.099
H: 2.140 -1.588 -1.958  0.433
H: 2.475 0.491 -2.150  0.335
H: 0.682 1.132 -0.228  0.339
H: -0.750 1.426 0.491  0.416
H: -0.109 -0.009 0.878  0.219
H: -0.035 2.576 2.974  0.321
H: -1.206 1.906 3.487  0.315
O: -0.820 2.122 2.623  -0.631
H: 1.280 -2.027 2.213  0.301
H: 0.925 -1.388 3.479  0.305
O: 0.772 -1.261 2.524  -0.622

LUMO energy: -2.72 eV
charge: +1
energy relative to the best compared isomer or geometry (same formula, charge and spin): 21.64 kcal per mole
HOMO level: -14.667 eV
HOMO-LUMO gap: 11.95 eV

=====

Density functional theory data (wB97M-V/def2-TZVPD) for a molecular structure, C4H16NO8P2Si2.

Each line ends with the Mulliken charge.
Geometry (Å):
C: 3.579 -0.057 1.479  -0.549
O: 4.246 0.157 0.250  -0.442
C: 3.617 1.138 -0.560  -0.463
Si: 1.793 0.823 -0.946  0.266
O: 1.482 1.537 -2.415  -0.636
O: 0.901 1.507 0.283  0.170
Si: -0.777 1.272 0.251  0.346
P: -1.453 -0.679 1.027  0.170
C: -2.601 -1.486 -0.158  -1.208
C: -0.050 -1.817 1.396  -1.061
P: -1.648 2.818 1.689  0.168
O: -0.314 3.658 2.210  -0.455
O: -2.521 3.845 0.701  -0.445
H: 2.852 -0.862 1.389  0.144
H: 4.324 -0.391 2.194  0.304
H: 3.119 0.846 1.869  0.280
H: 3.694 2.128 -0.103  0.315
H: 4.158 1.171 -1.500  0.329
H: 1.421 -0.598 -1.057  -0.100
H: 0.640 1.210 -2.775  0.336
H: -1.311 1.576 -1.107  -0.212
H: -3.306 -0.763 -0.545  0.451
H: -2.114 -2.036 -0.951  0.346
H: -3.182 -2.202 0.408  0.400
H: -0.485 -2.807 1.472  0.404
H: 0.717 -1.870 0.631  0.255
H: 0.378 -1.540 2.349  0.313
H: 0.130 4.153 1.503  0.280
H: -1.968 4.574 0.373  0.273
N: -3.833 -3.829 -2.343  0.931
O: -4.696 -2.925 -2.366  -0.633
O: -3.516 -4.359 -1.253  -0.624
O: -3.276 -4.193 -3.397  -0.652

LUMO energy: 1.99 eV
charge: -1
HOMO level: -4.453 eV
HOMO-LUMO gap: 6.44 eV

=====

Density functional theory data (wB97M-V/def2-TZVPD) for 4 unconnected molecules or ions with the total composition C4H16O3S.

Each line ends with the Mulliken charge.
Geometry (Å):
C: 0.485 0.421 -2.414  -1.188
C: -0.169 -0.393 -1.209  0.217
C: 0.729 -1.401 -0.569  -0.544
C: 0.830 -1.304 1.001  -0.451
S: 0.507 -2.715 2.186  -0.238
H: 1.444 -0.115 -2.663  0.315
H: -0.269 0.220 -3.362  0.243
H: 0.527 1.407 -2.279  0.371
H: -1.116 -0.785 -1.631  0.137
H: -0.500 0.413 -0.420  -0.029
H: 1.792 -1.421 -1.004  0.312
H: 0.670 -2.496 -0.817  0.383
H: 0.023 -0.544 1.342  0.142
H: 1.723 -0.704 1.396  0.219
H: -0.492 -3.437 1.675  0.109
H: -3.393 -0.343 0.524  0.317
H: -3.155 -1.607 -0.351  0.306
O: -2.707 -1.076 0.342  -0.626
H: 1.501 2.048 0.462  0.298
H: 2.647 2.079 1.399  0.345
O: 2.008 2.708 0.953  -0.665
H: -1.357 3.654 1.960  0.305
H: -0.447 2.672 1.641  0.279
O: -1.282 2.720 1.837  -0.559

LUMO energy: 0.49 eV
charge: 0
energy relative to the best compared isomer or geometry (same formula, charge and spin): 63.65 kcal per mole
HOMO level: -8.727 eV
HOMO-LUMO gap: 9.22 eV

=====

Density functional theory data (wB97M-V/def2-TZVPD) for 4 unconnected molecules or ions with the total composition C4H16O3S.

Each line ends with the Mulliken charge.
Geometry (Å):
C: -0.067 1.550 -1.537  -1.067
C: 0.353 0.080 -1.434  0.316
C: 1.260 -0.255 -0.257  -0.469
S: 1.209 -2.021 0.201  -0.123
C: -0.563 -2.425 0.326  -0.737
H: 0.414 2.207 -0.804  0.309
H: 0.494 1.914 -2.389  0.309
H: -1.166 1.748 -1.482  0.239
H: 0.912 -0.147 -2.381  0.235
H: -0.512 -0.565 -1.435  -0.252
H: 1.075 0.429 0.575  0.237
H: 2.357 -0.177 -0.446  0.291
H: -1.125 -2.000 -0.562  0.067
H: -0.799 -3.493 0.204  0.376
H: -1.225 -2.089 1.117  0.313
H: -1.263 4.313 0.494  0.285
H: -0.921 3.214 1.370  0.295
O: -0.657 3.561 0.511  -0.592
H: -3.081 -0.218 -2.195  0.290
H: -3.706 -1.611 -1.835  0.282
O: -2.929 -1.057 -1.757  -0.601
H: 1.983 1.053 3.354  0.306
H: 0.589 1.522 4.072  0.306
O: 1.164 1.543 3.310  -0.615

LUMO energy: 0.59 eV
charge: 0
energy relative to the best compared isomer or geometry (same formula, charge and spin): 32.93 kcal per mole
HOMO level: -8.044 eV
HOMO-LUMO gap: 8.64 eV

=====

no.,largest force on an atom (eV/A)
1,2.66
2,5.14
3,2.03
4,2.18
5,1.63
6,2.96
7,3.76
8,1.23
9,7.95
10,2.67